C43H60Cl2HfN3O5P2S3 | ωB97M-V/def2-TZVPD

Output
E_LUMO in hartree: 0.0793
ΔE to the lowest compared entry with this formula, charge and spin in kJ/mol: 0.0
Net charge: -1
HOMO energy in eV: -5.12
E in eV: -137712.820
Frontier orbital gap in eV: 7.28

Geometry as XYZ:
```
119
Properties=species:S:1:pos:R:3:mulliken_charge:R:1
Hf 0.330 -0.319 -0.815 0.5540
Cl -3.672 -4.056 6.314 -0.1478
Cl -5.115 -6.511 7.143 -0.1662
S -0.680 -2.335 -2.648 1.0354
S -0.180 -2.244 -4.601 -0.4465
S -1.927 -0.919 1.860 0.1933
P -4.311 0.487 -1.475 1.3701
P -1.449 2.039 -2.229 1.4201
O -1.274 -1.032 -2.209 -0.3585
O 0.578 -2.244 -1.788 -0.8183
O -3.227 -0.411 2.268 -0.4575
O 1.427 0.512 -2.179 1.3778
O -1.439 -3.497 -2.298 -0.6830
N 1.757 -1.660 0.465 0.5411
N -1.341 -0.259 0.676 -0.6417
N 0.912 1.405 0.680 1.2761
C 3.723 -2.963 -3.034 -1.6150
C -5.647 0.096 -0.172 -1.5039
C 1.555 -5.339 0.648 -0.5359
C -2.722 2.739 1.558 -0.1164
C 3.767 -2.442 -1.595 2.5404
C -5.397 3.083 -1.343 -0.4844
C 3.476 -0.689 4.269 -1.6344
C 1.301 -4.018 0.849 1.0633
C 3.221 -2.206 2.346 -0.9224
C 3.514 3.150 -1.922 -1.7233
C 0.689 5.645 0.078 -1.5939
C 2.052 -0.104 2.326 1.2962
C -4.175 5.077 -1.798 -0.9075
C -4.304 2.329 -1.660 0.0397
C -5.345 0.193 -2.958 -1.5792
C -0.291 3.652 1.063 0.6689
C -3.079 4.327 -2.170 -0.3744
C -1.170 -4.251 1.256 -1.4360
C 1.453 1.152 1.817 -1.4736
C -3.081 2.955 -2.099 -0.3781
C 2.331 -1.329 1.639 0.9007
C 3.270 3.056 -0.446 1.0254
C -4.630 -5.484 5.765 -0.2150
C -5.289 4.457 -1.314 -0.9074
C -0.360 4.967 0.753 -0.6310
C 2.027 -3.033 0.176 -0.7257
C -1.649 1.344 -3.948 -0.8767
C 2.598 0.155 3.608 -0.5494
C 0.135 -3.724 1.822 2.3952
C 3.727 1.615 -0.082 -2.1584
C 2.594 -5.747 -0.183 -1.4660
C -1.387 3.221 2.131 -0.0074
C 1.997 0.209 -3.402 -1.0300
C 1.909 3.568 0.030 0.6903
C 3.759 -1.843 3.546 -0.5299
C 5.253 -2.158 -1.254 -1.7483
C 1.850 4.968 -0.187 -1.1393
C 3.341 -4.800 -0.835 -0.8569
C 0.790 2.882 0.510 -0.0271
C -0.294 3.425 -2.547 -0.5628
C -0.987 2.320 3.333 -1.5713
C 3.043 -3.436 -0.702 1.3305
C 0.357 -4.273 3.185 -1.7502
H 3.328 4.153 -2.288 0.3871
H -1.588 4.197 2.577 0.6306
H -3.971 -6.119 5.145 0.2338
H -6.230 0.867 -2.812 0.4549
H 1.477 0.850 -4.180 0.0195
H -3.504 2.806 2.363 0.5249
H 0.588 6.686 -0.200 0.3759
H 2.348 1.084 4.100 0.3622
H -0.067 2.645 3.842 0.3890
H 2.898 2.478 -2.474 0.0709
H -2.011 1.992 -4.691 0.5162
H 2.940 -6.813 -0.220 0.2778
H -4.892 0.502 -3.840 0.4138
H 3.970 -0.585 5.221 0.4094
H 4.293 -3.915 -3.055 0.4273
H 5.416 -1.986 -0.186 0.3156
H 1.085 -6.052 1.288 0.4093
H -1.245 -3.928 0.205 0.2387
H 1.576 1.975 2.516 0.4111
H 5.731 -3.095 -1.551 0.4449
H -6.629 0.306 -0.621 0.4850
H 3.451 -3.215 1.944 0.2440
H 3.012 0.547 -3.472 0.4197
H -0.284 4.030 -1.689 0.0678
H -1.225 -5.367 1.170 0.3239
H 2.759 5.523 -0.376 0.5023
H -6.136 5.079 -1.039 0.3667
H 3.163 0.785 -0.483 0.3572
H 0.743 -5.290 3.105 0.2870
H -6.269 2.513 -1.050 0.3511
H 4.428 -2.519 4.056 0.3602
H -2.568 1.648 1.307 -0.3469
H -2.296 0.461 -3.844 0.0086
H 4.016 3.801 -0.010 0.4878
H -5.448 -5.073 5.209 0.2933
H -5.648 -0.869 -2.945 0.3969
H -0.656 1.035 -4.241 0.3085
H 2.689 -3.088 -3.248 0.3500
H 4.702 1.551 -0.533 0.8168
H 0.024 -2.643 1.907 -1.4233
H -0.560 -4.339 3.736 0.5730
H -4.036 6.130 -1.868 0.4277
H -5.543 -0.916 0.172 0.4175
H -2.054 -3.944 1.813 0.4524
H -3.070 3.259 0.687 -0.2638
H 3.146 -1.517 -1.582 -1.5359
H -2.189 4.847 -2.441 0.3779
H -1.299 5.476 1.002 0.3971
H -5.508 0.829 0.614 0.3256
H 5.628 -1.290 -1.821 0.4180
H 4.532 2.810 -2.051 0.5861
H 3.798 1.439 0.992 0.1386
H 4.098 -5.127 -1.542 0.2866
H 1.041 -3.644 3.782 0.2668
H 1.790 -0.785 -3.708 -0.0847
H 4.200 -2.345 -3.783 0.3865
H -1.752 2.251 4.036 0.5938
H -0.767 1.279 3.063 -0.0411
H 0.697 2.923 -2.735 -0.3285
H -0.436 4.007 -3.491 0.6694
```